1.
{"formula": "C2H4NO2", "method": "ωB97M-V/def2-TZVPD", "max_force_ev_per_a": 7.7, "energy_ev": -7714.176, "e_homo_ev": -15.7, "charge": 1, "e_lumo_ev": -4.644, "smiles": "[NH3+][C@H]1OC1=O", "relative_energy_kj_mol": 171.8, "elements": ["C", "C", "N", "O", "O", "H", "H", "H", "H"], "coordinates": [[-1.13592, 0.84956, -1.91553], [-0.59098, 0.87971, -0.55234], [0.20847, -0.25572, -0.03911], [-2.03121, 0.45168, -2.73180], [-0.02540, 1.49627, -1.72191], [-0.96184, 1.55774, 0.21244], [0.73082, -0.71059, -0.80977], [-0.40221, -0.96646, 0.39662], [0.89718, 0.06056, 0.66610]], "forces_ev_per_angstrom": [[-6.068, -3.284, -3.520], [-0.875, 0.094, -0.026], [0.375, -0.162, 0.074], [5.417, 2.515, 4.280], [1.198, 0.865, -0.754], [0.219, -0.175, 0.026], [-0.208, 0.119, 0.272], [0.165, 0.196, -0.115], [-0.223, -0.169, -0.237]]}

***

2.
{"formula": "C24H64BF4N4O8", "method": "ωB97M-V/def2-TZVPD", "max_force_ev_per_a": 1.7, "energy_ev": -59792.433, "e_homo_ev": -15.9, "charge": 3, "e_lumo_ev": -5.864, "relative_energy_kj_mol": 20.5, "elements": ["C", "O", "C", "C", "N", "H", "H", "C", "C", "O", "C", "H", "H", "H", "H", "H", "H", "H", "H", "H", "H", "H", "H", "H", "H", "C", "O", "C", "C", "N", "H", "H", "C", "C", "O", "C", "H", "H", "H", "H", "H", "H", "H", "H", "H", "H", "H", "H", "H", "H", "C", "O", "C", "C", "N", "H", "H", "C", "C", "O", "C", "H", "H", "H", "H", "H", "H", "H", "H", "H", "H", "H", "H", "H", "H", "C", "O", "C", "C", "N", "H", "H", "C", "C", "O", "C", "H", "H", "H", "H", "H", "H", "H", "H", "H", "H", "H", "H", "H", "H", "B", "F", "F", "F", "F"], "coordinates": [[-12.46186, 2.92859, 1.23205], [-13.11982, 3.49419, 0.10263], [-12.59230, 4.73401, -0.26643], [-13.50227, 5.40505, -1.28070], [-13.88953, 4.51539, -2.43621], [-14.22890, 5.14853, -3.18104], [-13.01527, 4.15484, -2.82364], [-14.92132, 3.47213, -2.15024], [-15.18693, 2.63194, -3.38671], [-15.82369, 3.39382, -4.38063], [-16.59110, 2.61003, -5.31311], [-12.63328, 3.60443, 2.08305], [-11.37964, 2.89249, 1.07548], [-12.86826, 1.95539, 1.48002], [-11.56187, 4.67183, -0.64175], [-12.56515, 5.37610, 0.62398], [-13.06239, 6.28882, -1.73240], [-14.39897, 5.70902, -0.74350], [-15.80721, 3.89707, -1.68548], [-14.47783, 2.85257, -1.37229], [-15.84069, 1.80715, -3.08097], [-14.21022, 2.23771, -3.70477], [-16.08602, 1.73787, -5.72011], [-16.89702, 3.33708, -6.06897], [-17.52097, 2.37016, -4.78774], [-14.77782, 10.85949, -0.46136], [-15.90527, 10.08201, -0.10205], [-16.96662, 10.85407, 0.42518], [-18.26189, 10.15620, 0.17812], [-18.63756, 10.01582, -1.27586], [-19.55943, 9.57379, -1.24424], [-18.81337, 10.95844, -1.63211], [-17.70899, 9.28238, -2.18671], [-18.35657, 9.08374, -3.56181], [-19.13771, 10.21990, -3.83177], [-20.15345, 9.96381, -4.79931], [-14.92604, 11.44659, -1.37195], [-13.99030, 10.13117, -0.66529], [-14.39784, 11.46636, 0.36450], [-16.99935, 11.82028, -0.11001], [-16.78547, 11.11630, 1.47000], [-19.11344, 10.64837, 0.65340], [-18.27553, 9.18365, 0.67963], [-17.37984, 8.38313, -1.67607], [-16.81539, 9.88768, -2.32531], [-18.98752, 8.18990, -3.43071], [-17.60326, 8.89090, -4.32691], [-20.68267, 10.89235, -5.00028], [-20.84865, 9.19929, -4.44892], [-19.68195, 9.67310, -5.74532], [-13.91068, 10.11089, -6.96288], [-13.45129, 11.29808, -7.57041], [-13.31466, 11.23179, -8.97705], [-12.72970, 12.56079, -9.37768], [-13.60876, 13.67907, -8.83394], [-14.44842, 13.72315, -9.40977], [-13.91701, 13.33892, -7.90712], [-12.97637, 15.03917, -8.65787], [-13.40198, 15.62117, -7.31971], [-13.17857, 14.61740, -6.34422], [-11.90819, 14.63845, -5.73057], [-14.74845, 9.67910, -7.52536], [-14.18636, 10.29132, -5.93120], [-13.16353, 9.30652, -6.96001], [-14.25557, 10.92040, -9.43794], [-12.55417, 10.47988, -9.22122], [-12.66463, 12.73246, -10.45145], [-11.73924, 12.75854, -8.97741], [-13.32547, 15.57099, -9.54507], [-11.89794, 14.94675, -8.76599], [-14.47423, 15.81095, -7.28553], [-12.84421, 16.53785, -7.12851], [-11.10757, 14.30166, -6.41419], [-11.88658, 13.83758, -4.99226], [-11.59848, 15.60623, -5.33834], [-18.43412, 6.29993, -8.73257], [-17.39690, 5.82761, -7.86019], [-16.54922, 6.82801, -7.35523], [-15.40549, 6.07971, -6.70750], [-14.92825, 5.03041, -7.69950], [-15.73808, 4.45213, -7.93823], [-14.67693, 5.55285, -8.54104], [-13.66937, 4.27111, -7.33229], [-13.72556, 2.81045, -7.73168], [-13.19252, 2.66705, -9.00909], [-13.27006, 1.33247, -9.49166], [-18.02516, 7.02254, -9.44512], [-19.18554, 6.78284, -8.10489], [-18.81444, 5.45672, -9.29786], [-17.10968, 7.42878, -6.63540], [-16.10564, 7.47206, -8.12776], [-15.65549, 5.54433, -5.79082], [-14.49385, 6.62871, -6.47993], [-13.65871, 4.31062, -6.24208], [-12.81391, 4.79174, -7.75023], [-14.75007, 2.41485, -7.69239], [-13.16357, 2.27374, -6.95491], [-12.98745, 0.58406, -8.74915], [-12.60875, 1.23400, -10.34823], [-14.28371, 1.12758, -9.85065], [-14.86451, 7.49247, -3.62069], [-15.90006, 6.61443, -3.24182], [-14.46729, 8.30436, -2.56156], [-13.77170, 6.66445, -4.02236], [-15.21397, 8.34222, -4.69551]], "forces_ev_per_angstrom": [[0.269, 0.997, 0.589], [-0.115, -0.609, -0.380], [0.242, 0.358, 0.122], [-0.308, -0.129, 0.489], [-0.330, 0.947, 0.025], [-0.049, -0.070, 0.250], [-0.183, -0.567, 0.151], [0.621, -0.894, 0.245], [-0.239, 0.104, 0.728], [0.623, -0.041, -0.637], [-0.736, 1.294, 0.894], [0.045, -0.240, 0.018], [-0.072, -0.269, -0.107], [-0.079, -0.068, -0.331], [0.009, -0.272, -0.007], [0.110, 0.229, -0.174], [0.176, 0.054, 0.180], [-0.282, -0.066, -0.421], [0.003, 0.523, -0.442], [-0.071, -0.177, -0.174], [0.224, -0.107, -0.008], [-0.222, -0.220, -0.310], [0.136, -0.007, 0.055], [0.168, -0.303, -0.311], [0.091, -0.617, -0.240], [0.945, -0.765, 0.149], [-0.478, 0.112, 0.231], [0.719, 1.012, -1.025], [-0.522, -0.743, 1.101], [-0.228, 0.208, 0.787], [0.069, -0.107, -0.428], [0.054, -0.145, -0.320], [0.918, 0.657, -0.653], [-0.634, -0.801, 1.183], [-0.167, 0.099, 0.059], [0.362, 0.296, -0.407], [-0.260, 0.163, 0.130], [-0.093, 0.093, -0.155], [-0.339, 0.235, -0.026], [0.011, -0.002, 0.077], [-0.338, -0.282, 0.154], [0.207, 0.449, -0.130], [0.240, -0.247, -0.599], [-0.148, -0.207, -0.220], [-0.075, 0.140, 0.364], [-0.151, 0.073, -0.550], [0.089, -0.001, 0.082], [-0.019, 0.013, 0.264], [0.020, -0.050, -0.054], [-0.142, -0.240, 0.069], [-0.016, -0.893, -0.319], [-0.174, 0.305, 0.093], [1.018, -0.620, 0.759], [-0.484, 1.263, -0.506], [0.029, -0.916, 0.578], [0.033, 0.253, -0.010], [0.276, 0.134, 0.107], [-0.446, -0.012, -1.219], [0.091, -0.660, 0.031], [-0.284, 0.417, 0.195], [1.188, -1.022, -0.441], [-0.287, 0.302, 0.160], [-0.112, 0.242, -0.034], [0.335, 0.311, -0.023], [-0.089, 0.386, -0.249], [-0.124, -0.090, -0.219], [-0.047, -0.325, -0.064], [-0.010, -0.411, 0.286], [0.147, 0.555, 0.332], [0.011, -0.206, 0.251], [0.009, 0.243, -0.168], [-0.073, 0.064, 0.070], [-0.215, 0.347, -0.234], [-0.328, 0.424, 0.377], [-0.387, 0.041, 0.214], [0.456, 0.383, 0.380], [0.181, -0.344, -0.702], [0.075, -0.195, 0.327], [0.933, -0.886, 0.369], [0.385, 0.796, -0.626], [0.163, -0.163, -0.035], [-0.429, -0.214, -0.229], [-1.132, -0.318, 1.072], [0.163, 0.105, -0.006], [0.245, 0.049, 0.108], [-0.280, -0.244, -0.556], [-0.032, 0.027, 0.041], [-0.269, -0.080, -0.320], [-0.187, -0.088, 0.229], [0.378, 0.252, 0.106], [-0.438, 0.053, -0.232], [-0.303, -0.024, -0.075], [-0.360, 0.591, 0.028], [0.243, 0.122, -0.022], [0.035, -0.047, -0.031], [-0.127, 0.126, 0.099], [0.169, -0.238, -0.272], [0.051, 0.151, 0.165], [0.111, 0.167, 0.077], [-0.036, -0.079, 0.166], [0.308, 0.795, 0.102], [-0.047, 0.271, -0.166], [-0.155, -0.320, 0.097], [0.076, -0.033, -0.313], [-0.304, -0.554, -0.028]]}

***

3.
{"formula": "C5H8O", "method": "ωB97M-V/def2-TZVPD", "max_force_ev_per_a": 0.4, "energy_ev": -7359.913, "e_homo_ev": -8.9, "charge": 0, "e_lumo_ev": 1.179, "smiles": "C=COC1CC1", "relative_energy_kj_mol": 226.0, "elements": ["O", "C", "C", "C", "C", "C", "H", "H", "H", "H", "H", "H", "H", "H"], "coordinates": [[-1.19571, 0.33540, -0.45961], [-1.60912, 0.22954, 0.82577], [-0.86375, 0.49528, 1.89155], [0.16661, 0.45561, -0.78657], [1.32252, -0.38499, -0.29420], [0.68216, -0.66299, -1.62485], [-2.64404, -0.10935, 0.83040], [0.11574, 0.92087, 1.71379], [-1.15477, 0.22538, 2.89966], [0.45038, 1.48364, -1.00958], [2.26246, 0.16094, -0.31060], [1.27480, -1.13696, 0.48885], [1.17924, -0.49255, -2.57413], [0.01348, -1.51982, -1.59050]], "forces_ev_per_angstrom": [[0.004, -0.099, -0.045], [0.042, -0.071, 0.222], [0.110, -0.099, -0.083], [0.082, 0.158, -0.152], [0.092, -0.038, 0.162], [0.003, -0.043, -0.239], [0.250, -0.049, 0.232], [0.066, -0.173, 0.294], [-0.206, 0.330, -0.184], [-0.162, -0.201, -0.123], [-0.113, -0.092, 0.086], [-0.322, 0.220, -0.144], [0.050, 0.003, 0.202], [0.102, 0.153, -0.227]]}

***

4.
{"formula": "C5H5ClN2O3S", "method": "ωB97M-V/def2-TZVPD", "max_force_ev_per_a": 3.9, "energy_ev": -37740.567, "e_homo_ev": -10.1, "charge": 0, "e_lumo_ev": -1.741, "smiles": "CS(=O)(=O)C1=N[C@](Cl)(N=O)C=C1", "relative_energy_kj_mol": 277.2, "elements": ["C", "C", "C", "C", "C", "N", "N", "O", "O", "O", "S", "Cl", "H", "H", "H", "H", "H"], "coordinates": [[2.57753, -0.18101, -1.94732], [1.26067, -0.10223, -2.23258], [2.79166, -0.03227, -0.47509], [0.58147, 0.12439, -0.98213], [-0.50465, 2.28244, 0.38364], [1.41867, 0.28292, 0.00035], [4.20300, 0.91742, -0.38593], [4.06544, 2.06946, -0.09908], [-1.31191, 1.52130, -2.12763], [-1.95166, 0.15971, -0.21127], [-1.00322, 1.02134, -0.80935], [3.67530, -1.34065, 0.46023], [3.36369, -0.37196, -2.62770], [0.86250, -0.13038, -3.19795], [-0.13987, 3.27983, -0.11378], [-1.29512, 2.69491, 1.01465], [0.38389, 1.85036, 0.85049]], "forces_ev_per_angstrom": [[-0.834, -1.017, 0.240], [2.012, -0.390, 0.138], [0.003, -0.341, -0.316], [1.579, 2.315, 1.617], [1.018, 2.585, -1.386], [0.693, -0.687, 0.578], [-1.929, 3.396, 0.434], [0.285, -2.862, -0.505], [0.655, 0.264, 0.522], [-0.793, -0.815, 0.961], [0.122, 0.414, -0.717], [-1.420, 0.341, -0.678], [0.634, -0.084, -0.606], [-0.772, -0.069, -1.110], [-0.475, -2.142, 0.184], [-0.165, -1.059, 0.097], [-0.613, 0.152, 0.547]]}

***

5.
{"formula": "C4H10S", "method": "ωB97M-V/def2-TZVPD", "max_force_ev_per_a": 3.9, "energy_ev": -15143.916, "e_homo_ev": -8.6, "charge": 0, "e_lumo_ev": 1.071, "smiles": "CCSCC", "relative_energy_kj_mol": 140.1, "elements": ["C", "C", "C", "C", "H", "H", "H", "H", "H", "H", "H", "H", "H", "H", "S"], "coordinates": [[2.34240, 0.32929, 0.24946], [0.96238, 0.77904, -0.14599], [-1.30281, -0.22772, 0.64947], [-2.21183, 0.66505, -0.22441], [2.47208, -0.44151, 0.91836], [2.70207, -0.19850, -0.57806], [3.18787, 1.02120, 0.33301], [0.93164, 1.18105, -1.09324], [0.44086, 1.39879, 0.50749], [-1.18905, 0.18437, 1.69662], [-1.98199, -1.15094, 0.76043], [-1.89477, 1.65914, -0.17081], [-1.93914, 0.43479, -1.17433], [-3.28685, 0.58330, 0.03520], [0.11352, -0.87160, -0.27537]], "forces_ev_per_angstrom": [[1.546, 2.056, -1.452], [1.157, -3.043, 0.707], [-3.155, -2.206, 0.522], [-0.165, -0.233, 2.748], [-0.511, -1.170, 2.471], [0.478, -0.948, -1.973], [-0.589, 0.676, 0.524], [0.225, 1.165, -2.039], [-0.774, 0.854, 1.323], [0.613, -0.535, -1.224], [1.176, 0.985, 0.294], [0.201, 1.938, 0.518], [-0.216, -1.099, -3.147], [0.709, 0.003, -0.373], [-0.695, 1.557, 1.101]]}

***

6.
{"formula": "C5H3F", "method": "ωB97M-V/def2-TZVPD", "max_force_ev_per_a": 4.9, "energy_ev": -7943.096, "e_homo_ev": -9.0, "charge": 0, "e_lumo_ev": -0.663, "relative_energy_kj_mol": 388.6, "elements": ["C", "C", "C", "C", "C", "F", "H", "H", "H"], "coordinates": [[1.06128, -0.03976, 0.37951], [2.05155, 0.30660, -0.13323], [-1.26280, 0.11403, -0.43725], [-0.28713, -0.27951, 0.68354], [-1.11926, -1.31539, 0.01895], [3.21336, 0.54016, -0.60636], [-2.15228, 0.51882, -0.28596], [-0.82877, 0.39253, -1.31313], [-0.67594, -0.23750, 1.69393]], "forces_ev_per_angstrom": [[-1.686, -0.552, 0.981], [2.839, 0.463, -0.997], [2.637, -3.279, 2.577], [-2.006, 0.405, -0.366], [0.021, 0.131, -0.865], [0.316, 0.208, -0.166], [-3.893, 1.803, 0.879], [1.411, 0.554, -2.407], [0.362, 0.267, 0.364]]}

***

HOMO-LUMO gap for the records above, in order: 11.066, 10.053, 10.040, 8.342, 9.633, 8.291 eV